[1]
The following is a DFT calculation (ωB97M-V with the def2-TZVPD basis set) of C13H14N2O5STi as an isolated structure.

Structure (XYZ):
```
36
Properties=species:S:1:pos:R:3
Ti -0.43024 -0.99711 0.75408
O -1.19977 -3.86686 2.73255
S -0.38060 -3.49663 1.60925
O 0.46362 -4.53147 1.07296
O 0.47550 -2.24642 1.96297
O -1.22119 -2.84520 0.50072
C 3.37392 1.07659 1.62663
C 3.68822 1.70686 0.40204
C 2.87793 1.52552 -0.68085
C 1.72172 0.71093 -0.57081
N 1.41791 0.13069 0.63571
C 2.23772 0.30805 1.67913
C 0.83087 0.41317 -1.63221
C 0.95044 0.91016 -2.95604
C 0.05461 0.53515 -3.91197
C -0.99822 -0.35432 -3.57478
C -1.07799 -0.79268 -2.27990
N -0.21397 -0.43149 -1.31690
H 4.00202 1.18517 2.49864
H 4.57280 2.32620 0.31582
H 3.11880 1.99271 -1.62550
H 1.94369 -0.20808 2.58538
H 1.75835 1.58527 -3.20214
H 0.14919 0.91404 -4.92213
H -1.71936 -0.68433 -4.30827
H -1.86507 -1.46717 -1.96020
C -2.46545 1.29542 -0.05619
O -2.36307 0.00400 0.52709
C -1.62446 -0.04910 1.78620
C -2.48080 0.09416 2.99295
H -3.08738 1.93868 0.57284
H -2.93209 1.18658 -1.03628
H -1.47892 1.75334 -0.16798
H -2.85268 1.11899 3.12461
H -1.90040 -0.16312 3.87925
H -3.34566 -0.57768 2.94332
```

Spin multiplicity = 2
Highest occupied orbital energy (alpha / beta) = -2.629 / -3.891 eV
E = -2237.2663 Ha
Relative energy (zero: lowest compared OMol25 entry of this formula, charge and spin) = 0.0 kJ/mol
Frontier orbital gap (alpha / beta) = 5.496 / 6.545 eV
Total charge = -1

Atom charges from the Mulliken analysis, given in e for atoms 1 to 6: 0.10 -0.64 1.19 -0.64 -0.57 -0.56


[2]
The following is a DFT calculation (ωB97M-V with the def2-TZVPD basis set) of C50H60AsF6N6O16S2 as an isolated structure.

Structure (XYZ):
```
141
Properties=species:S:1:pos:R:3
As -0.82751 0.65004 2.41222
F -1.72379 2.15556 2.44481
F -2.37353 -0.32717 2.41170
F 0.11187 -0.85757 2.33396
F 0.71850 1.54819 2.34870
F -0.81518 0.52494 4.18669
F -0.73856 0.68671 0.64332
C -5.81741 -4.95458 2.65418
C -6.32976 -4.51203 1.40116
C -7.03715 -5.42539 0.59131
C -7.40390 -6.70286 1.11925
C -6.85866 -7.04030 2.39233
C -6.02136 -6.21216 3.12182
N -8.16751 -7.66312 0.31254
O -8.44551 -7.45480 -0.84724
O -8.51439 -8.78772 0.81416
H -5.14113 -4.27284 3.14844
H -6.12723 -3.50784 1.05913
H -7.32127 -5.14598 -0.41248
H -7.00178 -7.99778 2.87102
H -5.50324 -6.52742 4.01545
C -2.95027 -4.48621 -2.84677
C -2.93487 -3.14053 -2.63767
C -3.97299 -2.32803 -3.00783
C -5.09752 -2.95409 -3.69529
C -5.06654 -4.34510 -3.92721
C -3.92490 -5.06655 -3.62673
N -6.24981 -2.13689 -4.10933
O -6.13931 -0.93904 -3.91469
O -7.27248 -2.67795 -4.44282
H -2.05178 -5.08119 -2.77510
H -2.02302 -2.67557 -2.29307
H -3.88324 -1.25680 -2.90385
H -5.91614 -4.83227 -4.38246
H -3.93431 -6.09328 -3.96161
C -0.95260 -7.44243 1.37247
C -1.49661 -8.68397 0.96100
C -0.62166 -9.71374 0.72416
C 0.75322 -9.60976 0.95740
C 1.26452 -8.38258 1.37418
C 0.41628 -7.30964 1.57004
N 1.58534 -10.81995 0.72013
O 1.01461 -11.81621 0.33700
O 2.82133 -10.69343 0.65343
H -1.62228 -6.61063 1.53379
H -2.50184 -8.80688 0.58574
H -1.02438 -10.59992 0.25629
H 2.29185 -8.42344 1.70482
H 0.74493 -6.38870 2.02858
C -0.56258 7.41531 -2.57385
C -0.38316 6.44147 -1.59363
C -0.75810 6.72909 -0.24426
C -1.33223 7.97709 0.08509
C -1.44655 8.89823 -0.93576
C -1.15065 8.63115 -2.25693
N -1.78745 8.16706 1.43979
O -1.27842 7.51717 2.36057
O -2.73394 8.93337 1.57204
H -0.21684 7.10471 -3.54874
H 0.11262 5.50309 -1.79371
H -0.62607 5.92572 0.46536
H -1.79248 9.89115 -0.68911
H -1.21771 9.36031 -3.05081
C 4.95710 -3.94208 -0.81875
C 6.26623 -3.44009 -0.90419
C 6.49548 -2.02735 -0.89462
C 5.43054 -1.09122 -0.79473
C 4.12951 -1.63717 -0.71953
C 3.89242 -3.01804 -0.77476
N 5.67146 0.35116 -0.63918
O 6.82242 0.68107 -0.23118
O 4.75302 1.11835 -0.97224
H 4.70359 -4.97628 -0.99919
H 7.08859 -4.10543 -1.12203
H 7.49740 -1.62419 -0.89772
H 3.19467 -1.11397 -0.58258
H 2.88915 -3.39626 -0.64508
C 2.91716 -0.81225 7.18245
C 3.40217 -0.99494 5.90156
C 3.73195 -2.28330 5.41848
C 3.61463 -3.40177 6.29103
C 3.14524 -3.20178 7.56833
C 2.73048 -1.94806 8.00201
N 3.97630 -4.75972 5.71193
O 3.68358 -5.77164 6.25963
O 4.55507 -4.79707 4.66491
H 2.68180 0.15388 7.60390
H 3.44200 -0.05782 5.36621
H 3.95701 -2.45580 4.37637
H 2.90705 -4.04590 8.19851
H 2.28638 -1.82173 8.97834
C 6.16859 4.33318 -7.28353
C 4.99199 3.74907 -6.45051
C 4.07290 2.93939 -7.35144
C 2.69646 2.47415 -6.84155
C 2.82606 1.54957 -5.54267
C 1.47975 0.97953 -5.13250
H 6.80097 3.52696 -7.65530
H 6.75908 5.07630 -6.74763
H 5.87953 4.84693 -8.20037
H 5.49104 3.23531 -5.62885
H 4.44681 4.56335 -5.97319
H 4.53443 2.03201 -7.74100
H 3.73590 3.54987 -8.18920
H 2.20052 3.37211 -6.47302
H 2.00518 1.97819 -7.52290
H 3.42795 0.64310 -5.60696
H 3.22154 2.10787 -4.69414
H 0.83338 1.78936 -4.79411
H 0.97683 0.36574 -5.87978
H 1.61724 0.35718 -4.24826
C -6.09006 3.61479 -0.41220
C -7.12440 4.60702 -1.01686
C -8.01079 5.27043 0.12500
S -7.46907 4.48949 1.77786
O -8.66001 3.96598 2.47120
O -6.53690 5.37874 2.45032
C -6.56596 3.03396 0.98477
H -5.15970 4.15423 -0.23463
H -5.82928 2.89416 -1.18729
H -7.87959 4.06089 -1.58212
H -6.68412 5.30904 -1.72498
H -9.04092 4.93994 -0.00819
H -7.95946 6.35620 0.20614
H -7.30550 2.27814 0.72037
H -5.81980 2.55730 1.62048
C 4.70042 6.99137 2.86140
C 6.04947 6.88605 2.01661
C 7.19376 6.28776 2.92037
S 6.27611 5.68126 4.49925
O 6.34093 6.72513 5.51099
O 6.68370 4.30955 4.84553
C 4.56009 5.77747 3.77366
H 3.81901 7.15774 2.24210
H 4.64323 7.77754 3.61425
H 6.32221 7.87302 1.64296
H 5.91432 6.31839 1.09596
H 8.03077 6.90046 3.25522
H 7.53655 5.29298 2.63577
H 3.90662 5.82338 4.64486
H 4.42634 4.88176 3.16710
```

Highest occupied orbital energy = -8.208 eV
E = -7104.4736 Ha
Relative energy (zero: lowest compared OMol25 entry of this formula, charge and spin) = 531.1 kJ/mol
Frontier orbital gap = 8.599 eV
Total charge = -1

Atom charges from the Mulliken analysis, given in e for atoms 1 to 6: 2.08 -0.49 -0.55 -0.52 -0.52 -0.50


[3]
The following is a DFT calculation (ωB97M-V with the def2-TZVPD basis set) of a 2-piece molecular cluster, C4H5NO overall.

Structure (XYZ):
```
11
Properties=species:S:1:pos:R:3
C 1.37293 -0.44134 -0.48244
C -1.44371 0.28442 -0.30550
C 2.31448 -0.31230 0.36535
C -1.41249 0.74067 0.90341
N -1.78447 0.08823 -1.47801
O 0.46361 -0.21256 -1.17957
H 2.96999 -1.13144 0.15232
H 2.16186 0.15127 1.27854
H -2.34996 1.19054 1.27259
H -0.43164 0.48493 1.43138
H -1.86059 -0.84243 -1.95808
```

SMILES = C=C=N.C=C=O
Highest occupied orbital energy = -8.549 eV
E = -285.2525 Ha
Relative energy (zero: lowest compared OMol25 entry of this formula, charge and spin) = 425.4 kJ/mol
Frontier orbital gap = 9.069 eV

Atom charges from the Mulliken analysis, given in e for atoms 1 to 6: 0.69 0.73 -0.93 -0.80 -0.54 -0.38


[4]
The following is a DFT calculation (ωB97M-V with the def2-TZVPD basis set) of C19H20BFN9O6PtS as an isolated structure.

Structure (XYZ):
```
58
Properties=species:S:1:pos:R:3
Pt 0.13968 -0.01351 0.20612
B 2.63636 0.65152 2.68852
N 2.96467 0.07411 1.25764
C 4.21075 -0.20534 0.86566
C 4.20987 -0.52498 -0.48199
C 2.87601 -0.41791 -0.85546
N 2.14772 -0.04746 0.20105
N 1.20372 0.29034 3.15604
C 0.82842 0.06471 4.42100
C -0.55486 0.08281 4.48458
C -0.95231 0.33658 3.17077
N 0.11831 0.47243 2.39153
H 2.76512 1.85250 2.65151
H 3.41159 0.12590 3.44995
H 5.01510 -0.15151 1.57865
H 5.04775 -0.80230 -1.09614
H 2.38664 -0.60641 -1.79781
H 1.57146 -0.08330 5.18609
H -1.17773 -0.06320 5.34973
H -1.93928 0.41656 2.74441
F -4.18326 1.97054 -4.36431
C -3.11117 1.27432 -3.97527
C -1.99620 1.88394 -3.56146
N -0.87362 1.18059 -3.17814
C 0.27346 1.95484 -2.67617
C -0.16611 2.78385 -1.43890
O -0.57048 3.91930 -1.69946
O -0.11918 2.23398 -0.30098
C -0.87614 -0.18206 -3.12727
O 0.07701 -0.86651 -2.76619
N -2.03152 -0.77944 -3.58072
C -3.21406 -0.17427 -4.00651
O -4.16801 -0.83156 -4.35875
H -1.91948 2.95973 -3.46634
H 0.56674 2.64720 -3.46367
H 1.07900 1.25721 -2.47028
H -2.05091 -1.78599 -3.50853
O -1.90230 -0.25892 0.15604
N -2.61814 0.62532 -0.46475
C -3.90018 0.42016 -0.37483
C -4.78935 1.31906 -1.04272
N -5.53661 2.01547 -1.56962
C -4.43656 -0.69452 0.35458
N -4.84133 -1.59729 0.94110
O 1.15298 -3.03368 1.79222
S 0.02116 -2.61452 0.92855
C -0.23224 -3.94305 -0.30134
C -1.41233 -4.80948 0.15829
C -1.61394 -4.54327 1.65107
C -1.50465 -3.03368 1.79356
H 0.72296 -4.46716 -0.29640
H -0.37969 -3.47943 -1.27628
H -1.23530 -5.86444 -0.05324
H -2.31368 -4.51139 -0.38122
H -0.82114 -5.01871 2.23260
H -2.57418 -4.91418 2.01012
H -1.39467 -2.65455 2.80855
H -2.32097 -2.50509 1.29642
```

Highest occupied orbital energy (alpha / beta) = -5.100 / -5.318 eV
E = -2322.5581 Ha
Relative energy (zero: lowest compared OMol25 entry of this formula, charge and spin) = 175.5 kJ/mol
Frontier orbital gap (alpha / beta) = 7.330 / 7.614 eV
Total charge = -1

Atom charges from the Mulliken analysis, given in e for atoms 1 to 6: 1.68 0.10 0.12 -0.23 -1.15 0.04


[5]
The following is a DFT calculation (ωB97M-V with the def2-TZVPD basis set) of a 2-piece molecular cluster, C2H7ClNOP overall.

Structure (XYZ):
```
13
Properties=species:S:1:pos:R:3
C -2.00627 0.63797 -0.27868
C -0.97871 0.05841 -1.04382
N 2.51228 -1.82743 1.81917
O 0.09176 -1.38542 1.85893
P 1.31532 -1.02618 0.80785
Cl 0.98001 -2.60871 -0.33272
H 0.22466 -0.84945 2.50328
H -1.86075 1.61528 0.06156
H -2.96045 0.15891 -0.19216
H -0.09136 0.50542 -1.12065
H -1.09503 -1.00711 -1.48388
H 3.33267 -1.28730 2.01952
H 2.16684 -2.22741 2.65630
```

SMILES = NP(O)Cl.C=C
Highest occupied orbital energy = -9.364 eV
E = -1011.9188 Ha
Relative energy (zero: lowest compared OMol25 entry of this formula, charge and spin) = 236.1 kJ/mol
Frontier orbital gap = 10.100 eV

Atom charges from the Mulliken analysis, given in e for atoms 1 to 6: -0.46 -0.74 -0.51 -0.43 0.37 -0.19


[6]
The following is a DFT calculation (ωB97M-V with the def2-TZVPD basis set) of a 2-piece molecular cluster, C17H19NO overall.

Structure (XYZ):
```
38
Properties=species:S:1:pos:R:3
C 0.72909 -2.96962 0.09275
C 0.25900 -3.03959 1.48466
C 1.61068 -1.81447 -0.15652
C 2.80299 -1.53362 0.44397
C 1.46608 -0.85367 -1.21332
C 2.56941 0.07880 -1.16743
C 0.56768 -0.74901 -2.36948
C 2.73820 1.11289 -2.13360
C 0.94066 0.08459 -3.38764
C 2.05364 1.00148 -3.28786
N 3.35584 -0.31710 -0.01969
H 1.43447 -3.87145 -0.13055
H -0.03310 -3.12452 -0.72714
H -0.12399 -2.11177 1.89252
H 3.38966 -2.20746 1.05431
H 4.37396 -0.16478 -0.16097
H -0.43204 -1.37516 -2.46805
H 3.34627 1.97700 -2.07831
H 0.20744 0.23115 -4.23378
H 2.17952 1.87265 -3.98852
H 1.14346 -3.31170 2.04975
H -0.47100 -3.84007 1.72186
C -3.49646 0.32445 -1.18351
C -0.89167 1.25270 1.49413
C -1.57529 0.98016 0.30820
C -1.63493 1.71472 2.53441
C -2.89972 0.75595 0.17366
C -3.05529 1.51412 2.41925
C -3.60436 0.78619 1.40660
O -1.20255 2.43548 3.69756
H 0.29327 1.09389 1.58088
H -1.00787 0.81891 -0.59486
H -0.29775 2.19135 3.84463
H -3.80174 1.78382 3.12503
H -4.53759 -0.14127 -1.01639
H -2.88018 -0.48744 -1.65071
H -4.62976 0.42403 1.51045
H -3.50185 1.10224 -1.92256
```

SMILES = CCc1c[nH]c2ccccc12.Cc1ccc(O)cc1
Highest occupied orbital energy = -8.027 eV
E = -789.1030 Ha
Relative energy (zero: lowest compared OMol25 entry of this formula, charge and spin) = 352.2 kJ/mol
Frontier orbital gap = 8.836 eV

Atom charges from the Mulliken analysis, given in e for atoms 1 to 6: -0.42 -1.13 0.65 -0.84 0.84 -0.48


[7]
The following is a DFT calculation (ωB97M-V with the def2-TZVPD basis set) of one molecule with the formula C19H26N4O3S.

Structure (XYZ):
```
53
Properties=species:S:1:pos:R:3
C -6.16508 -4.25115 -1.14406
C -5.66195 -3.18895 -0.17461
C -4.14249 -3.05189 -0.23144
C -3.64024 -1.98859 0.74456
N -2.20179 -1.86479 0.69779
C -1.57448 -0.75695 0.28122
O -2.15427 0.27097 -0.04094
C -0.09740 -0.88550 0.26014
C 0.94609 -0.01711 0.01507
C 2.10264 -0.84686 0.18787
N 1.75465 -2.06402 0.49389
O 0.40822 -2.10599 0.54508
C 3.51077 -0.42234 0.05071
H 3.66751 0.00823 -0.93987
H 3.73393 0.33700 0.80257
S 4.62222 -1.84981 0.27896
C 6.21693 -1.12117 0.08144
C 6.46022 0.22394 -0.17344
C 7.77890 0.63399 -0.30067
N 8.82103 -0.16973 -0.19592
C 8.58260 -1.44977 0.04681
C 7.31426 -1.97630 0.19350
H 7.16145 -3.02533 0.39077
H 9.45718 -2.08173 0.12680
H 8.00750 1.67317 -0.49883
H 5.66847 0.94729 -0.27354
C 1.05061 1.42978 -0.32118
O 2.14690 1.96908 -0.35643
N -0.10592 2.04355 -0.58970
H -0.98173 1.53316 -0.49403
C -0.18301 3.45819 -0.86845
C -1.03270 4.19444 0.16841
C -2.51564 3.83788 0.07790
C -3.33646 4.60801 1.10544
H -3.23456 5.68048 0.95211
H -3.00152 4.37445 2.11374
H -4.38933 4.34844 1.02566
H -2.65276 2.76764 0.23926
H -2.87943 4.07297 -0.92507
H -0.65801 3.95778 1.16650
H -0.91044 5.26821 0.01168
H 0.84100 3.84014 -0.86316
H -0.61120 3.60204 -1.86659
H -1.65213 -2.68301 0.91573
H -3.94287 -2.24526 1.76508
H -4.05250 -1.01019 0.48888
H -3.83804 -2.77997 -1.24417
H -3.68161 -4.01263 0.01164
H -6.11923 -2.22794 -0.41780
H -5.96277 -3.45236 0.84177
H -5.73404 -5.22116 -0.90656
H -7.24745 -4.33438 -1.08918
H -5.89198 -3.99592 -2.16533
```

SMILES = CCCCNC(=O)c1onc(CSc2ccncc2)c1C(=O)NCCCC
Highest occupied orbital energy = -8.515 eV
E = -1582.5477 Ha
Relative energy (zero: lowest compared OMol25 entry of this formula, charge and spin) = 232.3 kJ/mol
Frontier orbital gap = 8.290 eV

Atom charges from the Mulliken analysis, given in e for atoms 1 to 6: -1.30 -0.35 -0.42 -0.92 -0.14 0.56


[8]
The following is a DFT calculation (ωB97M-V with the def2-TZVPD basis set) of one molecule with the formula C4H8P2.

Structure (XYZ):
```
14
Properties=species:S:1:pos:R:3
C -0.27519 -0.54605 -0.06608
C 0.23516 0.57814 0.36948
C 0.40564 -1.89214 -0.16434
C -0.53441 1.90042 0.32049
P -1.59566 2.15673 -2.40532
P -0.22834 2.97268 -1.15077
H -1.23149 -0.49522 -0.60112
H 1.22457 0.47714 0.77234
H 0.05173 -2.35546 0.78515
H 0.09279 -2.54678 -1.07942
H 1.51244 -1.71041 -0.27693
H -0.20803 2.52058 1.06932
H -1.56186 1.55468 0.60835
H -1.27365 3.03348 -3.55635
```

Highest occupied orbital energy = -9.002 eV
E = -839.8299 Ha
Relative energy (zero: lowest compared OMol25 entry of this formula, charge and spin) = 145.9 kJ/mol
Frontier orbital gap = 8.270 eV

Atom charges from the Mulliken analysis, given in e for atoms 1 to 6: -0.17 -0.09 -1.02 -0.99 -0.09 0.04


[9]
The following is a DFT calculation (ωB97M-V with the def2-TZVPD basis set) of one molecule with the formula C4H3NO2.

Structure (XYZ):
```
10
Properties=species:S:1:pos:R:3
C 0.99068 -0.85485 1.34160
C 0.49502 -0.01177 0.17142
C -0.81999 -0.24521 -0.28933
C -0.91055 0.79740 -1.20392
H 1.95351 -0.41609 1.88370
H -1.63224 -0.91228 -0.12963
H -1.89062 1.03760 -1.65233
N 1.22908 0.92123 -0.48015
O 0.36807 -1.82573 1.67368
O 0.21704 1.50969 -1.31502
```

SMILES = O=Cc1ccon1
Highest occupied orbital energy = -10.296 eV
E = -359.3649 Ha
Relative energy (zero: lowest compared OMol25 entry of this formula, charge and spin) = 276.8 kJ/mol
Frontier orbital gap = 10.148 eV

Atom charges from the Mulliken analysis, given in e for atoms 1 to 6: 0.01 0.39 -0.18 -0.25 0.26 0.39